{
  "formula": "C42H123N9O15",
  "method": "ωB97M-V with the def2-TZVPD basis set",
  "symbols": ["C", "O", "H", "H", "H", "H", "C", "O", "H", "H", "H", "H", "C", "O", "H", "H", "H", "H", "C", "O", "H", "H", "H", "H", "C", "O", "H", "H", "H", "H", "C", "O", "H", "H", "H", "H", "C", "C", "C", "O", "C", "N", "H", "H", "H", "H", "H", "H", "H", "H", "H", "H", "H", "C", "C", "C", "O", "C", "N", "H", "H", "H", "H", "H", "H", "H", "H", "H", "H", "H", "C", "C", "C", "O", "C", "N", "H", "H", "H", "H", "H", "H", "H", "H", "H", "H", "H", "C", "C", "C", "O", "C", "N", "H", "H", "H", "H", "H", "H", "H", "H", "H", "H", "H", "C", "C", "C", "O", "C", "N", "H", "H", "H", "H", "H", "H", "H", "H", "H", "H", "H", "C", "C", "C", "O", "C", "N", "H", "H", "H", "H", "H", "H", "H", "H", "H", "H", "H", "C", "C", "C", "O", "C", "N", "H", "H", "H", "H", "H", "H", "H", "H", "H", "H", "H", "C", "C", "C", "O", "C", "N", "H", "H", "H", "H", "H", "H", "H", "H", "H", "H", "H", "C", "C", "C", "O", "C", "N", "H", "H", "H", "H", "H", "H", "H", "H", "H", "H", "H"],
  "positions_angstrom": [[-6.039, 27.474, 10.726], [-5.386, 26.336, 10.166], [-6.875, 26.982, 11.225], [-5.447, 27.945, 11.511], [-6.425, 28.140, 9.954], [-5.156, 25.726, 10.871], [-5.755, 27.804, 6.856], [-5.736, 26.478, 7.361], [-6.319, 28.474, 7.505], [-4.756, 28.064, 6.505], [-6.348, 27.698, 5.947], [-5.772, 26.548, 8.318], [-5.450, 22.481, 3.873], [-4.990, 23.387, 4.851], [-5.388, 22.875, 2.859], [-4.767, 21.634, 3.810], [-6.461, 22.084, 3.965], [-5.303, 23.142, 5.725], [-9.527, 21.251, 6.851], [-8.641, 22.078, 7.618], [-9.135, 21.191, 5.836], [-9.522, 20.184, 7.073], [-10.551, 21.623, 6.800], [-9.194, 22.726, 8.060], [-5.668, 23.633, 12.478], [-4.605, 24.246, 11.825], [-5.388, 23.397, 13.505], [-6.472, 24.368, 12.509], [-6.150, 22.850, 11.893], [-3.761, 23.789, 11.836], [-8.977, 24.426, 4.964], [-8.498, 24.451, 3.712], [-9.816, 23.733, 5.031], [-8.366, 24.337, 5.863], [-9.255, 25.463, 5.148], [-7.566, 24.657, 3.610], [-3.700, 18.740, 11.761], [-4.506, 19.705, 12.526], [-3.558, 20.720, 13.343], [-2.683, 20.106, 14.356], [-1.571, 20.898, 14.856], [-5.253, 20.342, 11.450], [-4.379, 17.952, 11.435], [-3.180, 18.149, 12.515], [-2.978, 19.082, 11.020], [-5.161, 19.240, 13.263], [-4.143, 21.499, 13.831], [-2.939, 21.277, 12.640], [-0.890, 21.140, 14.040], [-0.997, 20.338, 15.593], [-1.853, 21.868, 15.266], [-4.528, 20.774, 10.894], [-5.763, 19.633, 10.944], [-2.970, 18.294, 6.039], [-2.893, 17.578, 4.635], [-4.342, 17.294, 4.124], [-5.135, 18.506, 4.290], [-6.464, 18.423, 3.752], [-2.425, 18.508, 3.711], [-3.373, 17.641, 6.813], [-3.449, 19.272, 6.082], [-1.968, 18.315, 6.467], [-2.308, 16.658, 4.621], [-4.629, 16.410, 4.694], [-4.287, 16.995, 3.077], [-7.114, 17.681, 4.215], [-6.469, 18.112, 2.707], [-7.108, 19.298, 3.666], [-2.493, 18.119, 2.781], [-3.017, 19.326, 3.742], [1.024, 28.641, 12.935], [0.197, 27.904, 13.959], [-1.283, 27.577, 13.397], [-1.304, 26.619, 12.408], [-2.623, 26.471, 11.846], [0.821, 26.672, 14.445], [0.467, 29.497, 12.552], [1.198, 28.128, 11.989], [2.000, 28.899, 13.346], [0.122, 28.440, 14.905], [-1.659, 28.537, 13.043], [-1.744, 27.258, 14.332], [-3.433, 26.356, 12.567], [-2.548, 25.531, 11.300], [-2.925, 27.229, 11.123], [1.182, 26.132, 13.672], [1.650, 26.912, 14.970], [1.328, 19.252, 13.970], [1.652, 18.888, 12.521], [0.446, 19.284, 11.690], [0.614, 18.723, 10.433], [-0.357, 18.784, 9.435], [2.864, 19.541, 12.062], [1.291, 20.318, 14.192], [2.119, 18.904, 14.634], [0.352, 18.922, 14.326], [1.885, 17.825, 12.587], [0.492, 20.373, 11.680], [-0.473, 18.849, 12.082], [0.256, 18.515, 8.575], [-0.696, 19.791, 9.193], [-1.195, 18.088, 9.385], [2.516, 20.449, 11.790], [2.953, 18.974, 11.231], [-4.544, 20.932, 7.996], [-5.108, 22.295, 8.462], [-3.919, 23.179, 8.693], [-2.917, 22.537, 9.549], [-1.553, 22.933, 9.337], [-5.946, 22.843, 7.453], [-5.309, 20.328, 7.508], [-4.037, 20.359, 8.772], [-3.771, 21.054, 7.237], [-5.652, 22.223, 9.404], [-4.313, 24.053, 9.211], [-3.483, 23.633, 7.803], [-1.240, 22.669, 8.327], [-0.918, 22.447, 10.078], [-1.259, 23.982, 9.339], [-5.938, 23.850, 7.532], [-6.886, 22.489, 7.562], [-8.211, 24.187, 10.127], [-9.451, 24.911, 9.685], [-8.978, 25.983, 8.739], [-10.027, 26.688, 8.124], [-9.582, 27.677, 7.207], [-10.243, 23.907, 8.977], [-7.623, 23.713, 9.341], [-8.562, 23.342, 10.720], [-7.574, 24.872, 10.686], [-10.174, 25.359, 10.366], [-8.237, 25.592, 8.042], [-8.420, 26.709, 9.331], [-9.057, 27.317, 6.322], [-8.876, 28.361, 7.677], [-10.415, 28.315, 6.913], [-10.939, 23.586, 9.635], [-10.613, 24.296, 8.122], [2.935, 22.216, 6.687], [2.550, 21.912, 5.201], [1.186, 21.370, 4.911], [0.297, 22.168, 5.637], [-1.029, 21.759, 5.457], [2.705, 23.192, 4.444], [3.836, 22.786, 6.914], [3.044, 21.211, 7.096], [2.092, 22.675, 7.203], [3.304, 21.274, 4.739], [1.123, 20.379, 5.361], [0.987, 21.310, 3.841], [-1.333, 20.955, 6.126], [-1.350, 21.622, 4.424], [-1.697, 22.559, 5.776], [3.543, 23.637, 4.789], [1.953, 23.708, 4.879], [1.311, 23.807, 12.163], [2.653, 24.287, 12.816], [3.897, 23.417, 12.578], [5.160, 23.942, 13.190], [6.283, 23.144, 12.934], [2.959, 25.563, 12.232], [0.466, 24.139, 12.766], [1.162, 22.737, 12.020], [1.337, 24.182, 11.140], [2.464, 24.458, 13.876], [4.276, 23.384, 11.557], [3.802, 22.391, 12.934], [6.463, 23.158, 11.859], [6.263, 22.190, 13.461], [7.081, 23.624, 13.500], [3.880, 25.727, 12.614], [3.132, 25.576, 11.237], [-7.386, 15.599, 10.746], [-6.659, 15.759, 9.377], [-5.843, 17.064, 9.099], [-6.411, 18.313, 9.531], [-7.517, 18.889, 8.744], [-5.849, 14.573, 9.123], [-7.932, 14.656, 10.723], [-7.867, 16.564, 10.901], [-6.690, 15.493, 11.579], [-7.465, 15.786, 8.643], [-5.685, 17.053, 8.020], [-4.865, 16.984, 9.574], [-7.362, 19.952, 8.928], [-8.482, 18.569, 9.135], [-7.446, 18.713, 7.671], [-6.473, 13.781, 9.065], [-5.433, 14.668, 8.208]],
  "forces_ev_per_a": [[-0.583, -1.728, 0.831], [0.416, 1.035, -1.075], [-0.702, 0.873, 0.333], [0.172, 0.437, -0.340], [0.397, 0.027, 0.064], [0.294, -0.545, 0.267], [-0.654, -1.305, -1.278], [-0.191, -0.002, 0.395], [0.610, 0.373, 0.092], [0.031, 0.694, 0.582], [-0.116, 0.459, -0.252], [0.387, -0.486, 0.404], [0.755, -0.630, -0.359], [-0.117, 0.609, -1.366], [-0.033, 0.735, 0.127], [0.003, -0.479, 0.231], [-0.204, 0.212, 0.533], [-0.403, -0.561, 0.710], [0.912, -0.007, -0.973], [-0.508, -1.582, -0.727], [-0.082, 0.550, -0.355], [-0.085, 0.030, 1.100], [0.043, 0.063, 0.230], [-0.540, 0.607, 0.880], [-1.052, 0.166, 0.252], [0.517, 1.028, -0.813], [-0.289, -0.502, -0.072], [0.127, 0.395, 0.362], [0.622, -0.700, 0.328], [-0.227, -0.527, 0.069], [-1.173, 1.854, 2.592], [1.526, -1.082, -3.060], [-0.050, 0.149, 0.056], [1.044, -1.129, -0.408], [-1.337, 0.187, 0.389], [0.089, -0.051, 0.469], [1.070, -3.269, 2.117], [1.272, 1.428, 0.318], [0.154, 0.027, 0.212], [-0.339, 0.116, -0.419], [-0.782, 0.037, -1.224], [-0.807, 2.167, 1.537], [-0.016, 0.283, -0.920], [0.999, -0.141, 0.018], [-0.423, 0.322, -0.030], [-0.057, -0.185, -0.160], [-0.392, -0.140, 0.194], [0.332, -0.144, -0.471], [0.102, -0.105, -0.272], [-0.478, -0.204, -0.028], [-0.475, -0.046, 0.270], [-0.335, 0.029, -0.718], [0.259, 0.006, -0.365], [1.086, -1.860, 0.233], [-3.081, 1.107, 1.114], [0.240, -0.274, 1.187], [-0.638, -0.819, -0.161], [-0.197, -1.130, -0.961], [2.452, 1.716, -1.432], [-0.969, -0.118, -0.216], [0.070, -0.287, -0.408], [0.455, 0.748, -0.476], [-0.011, 0.013, 0.275], [-1.280, 0.093, 0.235], [-0.161, 0.123, -0.206], [0.329, -0.263, 0.646], [0.584, -0.269, -0.327], [0.994, 0.864, 0.889], [0.148, 0.197, -0.226], [-0.007, 0.145, -0.117], [-0.112, 0.442, -0.623], [-0.794, -1.461, -0.922], [2.411, 1.364, 2.146], [-0.882, -0.157, -0.601], [0.857, -0.936, -0.314], [-0.096, -0.498, -0.135], [0.190, 0.628, 0.510], [0.054, -0.821, 0.327], [-0.048, 0.323, -0.091], [-0.613, 0.766, -0.377], [-0.456, 0.099, -0.001], [-0.862, -0.193, -0.190], [0.282, 0.096, 0.455], [-0.170, 0.081, -0.136], [0.392, 0.435, 0.064], [-0.078, 0.034, -0.344], [0.098, 0.107, 0.213], [0.294, 0.577, 0.770], [-0.867, 0.128, 2.469], [-0.114, -1.406, 0.123], [0.636, -0.524, -0.531], [0.944, 0.463, -1.705], [-0.507, -0.714, 0.013], [0.158, 0.404, -0.537], [-0.081, -0.319, -0.005], [0.099, -0.566, -0.191], [-0.486, -0.227, -0.659], [-0.663, 0.407, -0.136], [-0.265, 0.569, 0.587], [-0.275, -0.077, -0.448], [-0.273, 0.298, 0.438], [-0.140, -0.193, 1.051], [0.581, 0.511, -0.449], [1.005, 0.672, -0.865], [-0.260, -0.243, -0.076], [1.741, -1.863, -0.025], [0.774, 1.340, 1.368], [-0.116, 0.912, -0.313], [-0.118, -0.263, -0.788], [0.123, 0.644, -0.786], [-0.166, -0.134, 0.239], [-0.359, -0.012, 0.204], [-0.005, 0.532, -0.176], [0.058, -0.396, 0.341], [0.196, 0.297, 0.403], [0.223, -0.707, -0.502], [0.087, -0.635, -0.127], [-0.249, -0.257, -0.037], [-0.907, 0.586, 0.612], [-0.380, 0.432, -0.024], [-0.283, 0.121, -0.294], [-0.110, -0.043, 1.714], [-0.142, -0.060, -2.106], [0.374, 0.987, 0.248], [-0.385, -0.119, -0.867], [0.150, 0.557, 0.438], [0.073, -0.365, -0.528], [-0.271, 0.499, -0.391], [0.388, 0.038, 0.544], [0.175, -0.343, 0.211], [0.893, 0.194, 0.951], [-0.155, -0.253, -0.511], [0.307, 0.142, 0.307], [-0.207, -0.537, -0.054], [0.230, 0.055, 0.407], [-0.217, -0.426, -0.034], [-0.448, -0.210, -0.653], [-0.786, 0.110, 0.199], [-1.333, -1.922, -0.267], [2.502, 2.099, -0.634], [0.563, -0.716, 1.642], [-0.858, 0.532, -0.575], [-1.390, 1.036, 0.611], [-0.779, -0.438, 0.198], [0.054, -0.062, -0.694], [0.210, 0.013, 0.730], [0.019, 0.115, -0.064], [-0.047, -0.508, 0.277], [0.013, -0.575, -0.311], [-0.072, 0.230, -0.060], [0.373, -0.702, -0.319], [0.488, -0.573, -0.189], [0.209, 0.468, 0.164], [0.218, 0.115, -0.105], [-0.256, 0.886, -0.349], [1.008, -0.515, 0.031], [-0.017, -0.924, -1.326], [1.966, -0.961, 0.704], [-2.404, 0.453, 0.696], [0.083, 0.766, 0.918], [0.512, 1.656, 0.739], [-0.004, 0.419, -0.400], [0.428, -0.320, 0.432], [-0.531, 0.363, 0.094], [0.334, -0.261, 0.153], [-1.184, -0.130, -0.713], [-0.250, -0.186, 0.098], [0.399, -0.657, -0.016], [-0.535, -0.632, -0.727], [0.310, 0.413, -0.539], [0.309, 0.887, 0.106], [-0.408, -0.584, -0.296], [1.782, 0.773, -0.731], [-0.839, 0.295, 0.580], [-0.516, -0.498, 0.538], [-0.699, -0.847, -1.009], [1.357, -0.050, 1.116], [0.440, 0.414, -0.001], [-0.723, 0.517, 0.019], [-0.921, -0.515, 0.219], [0.365, 0.020, -0.101], [-0.425, 0.176, -0.191], [0.104, 0.340, -0.276], [-0.016, 0.097, 0.125], [-0.464, 0.065, -0.174], [0.006, -0.108, -0.051], [0.226, -0.301, -0.004], [0.014, -0.218, 0.038], [0.238, -0.167, -0.228]],
  "de_lowest_kj_mol": 763.9,
  "total_energy_ev": -89659.726,
  "orbital_gap_ev": 9.05,
  "multiplicity": 1
}


{
  "formula": "C6H17N2",
  "method": "ωB97M-V with the def2-TZVPD basis set",
  "symbols": ["N", "C", "C", "C", "C", "C", "N", "C", "H", "H", "H", "H", "H", "H", "H", "H", "H", "H", "H", "H", "H", "H", "H", "H", "H"],
  "positions_angstrom": [[6.028, -1.466, -1.346], [-1.014, -0.120, -0.072], [0.166, 0.448, 0.642], [0.841, -0.545, 1.647], [0.306, 1.842, 1.485], [-2.482, -0.186, 0.367], [-3.663, 0.177, -0.434], [-3.368, -0.021, -1.920], [5.627, -0.489, -1.262], [7.044, -1.423, -1.589], [5.437, -1.981, -2.060], [-0.650, -0.857, -0.833], [1.008, 0.686, -0.112], [0.464, -1.557, 1.356], [1.966, -0.628, 1.739], [0.500, -0.386, 2.616], [-0.141, 2.842, 0.927], [-0.266, 1.890, 2.436], [1.324, 2.099, 1.712], [-2.778, 0.312, 1.297], [-2.705, -1.330, 0.532], [-3.744, 1.209, -0.311], [-3.265, -1.109, -1.948], [-2.405, 0.395, -2.391], [-4.230, 0.197, -2.481]],
  "forces_ev_per_a": [[-0.910, 0.724, -0.703], [0.482, -0.701, 1.707], [2.483, 3.560, 0.251], [0.414, -3.219, -1.731], [-3.886, 2.292, -1.456], [-1.150, -0.963, 0.516], [1.826, 2.149, -2.557], [1.304, -1.556, 1.561], [0.967, -1.618, -0.304], [-1.573, -0.037, -0.041], [1.506, 0.941, 1.041], [-0.762, 0.803, 0.197], [-1.479, -1.076, 0.276], [0.715, 0.345, 0.520], [-1.263, 0.678, -0.927], [-0.961, 0.541, 1.592], [1.152, -2.702, 0.905], [0.348, -0.579, -0.495], [0.580, -0.520, -0.195], [1.316, -0.096, 0.265], [1.287, 1.397, -0.198], [-0.256, -0.961, 0.058], [0.107, -0.054, -0.550], [-1.316, 0.012, 0.995], [-0.931, 0.640, -0.729]],
  "de_lowest_kj_mol": 554.9,
  "total_energy_ev": -9466.283,
  "total_charge": 1,
  "orbital_gap_ev": 4.65,
  "multiplicity": 1
}


{
  "formula": "C4H12N3",
  "method": "ωB97M-V with the def2-TZVPD basis set",
  "symbols": ["C", "C", "N", "H", "H", "H", "H", "H", "H", "C", "C", "N", "N", "H", "H", "H", "H", "H", "H"],
  "positions_angstrom": [[0.659, -1.800, 0.558], [1.695, -2.108, 1.289], [-0.446, -1.014, 1.125], [0.511, -2.042, -0.484], [2.508, -2.684, 0.879], [1.799, -1.822, 2.325], [-0.230, -0.748, 2.089], [-0.583, -0.122, 0.605], [-1.319, -1.542, 1.127], [-0.858, 1.004, -1.334], [-0.067, 1.704, -0.510], [-0.500, 2.414, 0.629], [-0.445, 0.387, -2.526], [-1.931, 1.036, -1.179], [1.004, 1.644, -0.663], [-1.509, 2.400, 0.704], [-0.192, 3.378, 0.627], [-0.641, -0.606, -2.571], [0.547, 0.520, -2.688]],
  "forces_ev_per_a": [[-0.360, 0.227, -0.363], [0.514, -0.231, 0.265], [0.074, 0.203, 0.518], [0.028, -0.069, 0.010], [0.047, -0.048, -0.150], [-0.087, 0.086, 0.135], [-0.074, -0.089, -0.001], [0.073, 0.002, -0.414], [-0.099, 0.022, -0.022], [-0.206, 0.283, 0.082], [-0.015, -0.465, -0.088], [-0.089, -0.249, -0.021], [0.460, -0.323, 0.319], [-0.171, -0.057, -0.068], [0.142, 0.351, 0.011], [-0.061, 0.212, -0.008], [0.112, 0.002, 0.135], [-0.233, 0.110, -0.193], [-0.056, 0.032, -0.146]],
  "de_lowest_kj_mol": 257.4,
  "total_energy_ev": -8805.066,
  "total_charge": 1,
  "orbital_gap_ev": 8.45,
  "multiplicity": 1
}


Look up the multiplicity of the third one.
1